Entry from OMol25: a 2-piece molecular cluster, CHIO4 overall at a distorted geometry (wB97M-V/def2-TZVPD).

Each line ends with the natural charge from an NBO analysis.
Cartesian coordinates (Å):
C1 -0.055 -0.941 -0.067  1.06
O1 -0.095 -2.092 -0.254  -0.43
O2 0.199 0.326 2.138  -0.38
O3 0.026 0.110 0.569  -0.31
O4 -0.859 0.237 -1.651  -0.88
I1 0.453 0.998 -2.745  0.45
H1 0.332 1.361 2.010  0.49

The energy relative to the best compared isomer or geometry (same formula, charge and spin) is 99.3 kcal/mol. As for the LUMO energy (spin up / spin down): -2.83 / -2.83 eV. The multiplicity is 1. The gap between HOMO and LUMO (spin up / spin down) comes out at 0.2150 / 0.2150 Ha. The calculated total energy is -637.1062 hartree.